[1]
{
  "formula": "C7H4Cl4NO4S",
  "method": "ωB97M-V with the def2-TZVPD basis set",
  "gap_ev": 6.289,
  "smiles": "CS(=O)(=O)N[C@@]1(Cl)C(Cl)=C([O-])C(=O)C(Cl)=C1Cl",
  "lumo_energy_ev": 2.31,
  "total_charge": -1,
  "spin_multiplicity": 1,
  "relative_energy_kcal_mol": 21.1,
  "homo_ha": -0.14612,
  "elements": ["C", "S", "O", "O", "N", "C", "Cl", "C", "Cl", "C", "O", "C", "O", "C", "Cl", "C", "Cl", "H", "H", "H", "H"],
  "coordinates": [[3.331, -0.670, 0.606], [1.648, -0.249, 0.147], [1.734, 1.176, 0.411], [1.602, -0.668, -1.243], [0.235, -0.801, 0.923], [-1.393, -0.594, 0.610], [-1.976, -1.918, 1.628], [-1.591, 0.742, 1.092], [-1.604, 1.093, 2.780], [-1.644, 1.874, 0.235], [-1.572, 3.046, 0.615], [-1.876, 1.585, -1.276], [-2.395, 2.438, -1.965], [-1.489, 0.217, -1.718], [-1.541, 0.104, -3.471], [-1.524, -0.823, -0.861], [-1.588, -2.503, -1.381], [3.973, 0.079, 0.129], [3.574, -0.631, 1.694], [3.689, -1.639, 0.228], [0.407, -1.859, 0.815]]
}

=====

[2]
{
  "formula": "C7H4ClFN2O2",
  "method": "ωB97M-V with the def2-TZVPD basis set",
  "gap_ev": 9.028,
  "lumo_energy_ev": -0.89,
  "total_charge": 0,
  "spin_multiplicity": 1,
  "relative_energy_kcal_mol": 0.0,
  "homo_ha": -0.36462,
  "elements": ["C", "C", "C", "C", "C", "C", "C", "N", "N", "O", "O", "F", "Cl", "H", "H", "H", "H"],
  "coordinates": [[-1.756, 1.482, 0.410], [1.586, 0.461, -0.706], [0.643, -0.118, -1.452], [0.320, 0.695, 1.479], [1.461, 0.738, 0.736], [-1.007, 0.372, 0.867], [-0.570, -0.568, -0.793], [-2.274, 2.350, -0.126], [-0.542, -2.123, -0.300], [-1.519, -2.500, 0.289], [0.501, -2.562, -0.458], [-1.666, -0.474, -1.544], [3.065, 1.053, 1.334], [2.535, 0.758, -1.170], [0.617, -0.399, -2.487], [0.378, 1.058, 2.473], [-1.772, -0.224, 1.447]]
}

=====

[3]
{
  "formula": "C7H4ClNO",
  "method": "ωB97M-V with the def2-TZVPD basis set",
  "gap_ev": 9.858,
  "smiles": "O=C=Nc1ccc(Cl)cc1",
  "lumo_energy_ev": 0.58,
  "total_charge": 0,
  "spin_multiplicity": 1,
  "relative_energy_kcal_mol": 0.0,
  "homo_ha": -0.34114,
  "elements": ["O", "C", "N", "C", "C", "C", "C", "Cl", "C", "C", "H", "H", "H", "H"],
  "coordinates": [[-2.955, -2.977, 1.138], [-2.198, -2.252, 0.632], [-1.611, -1.521, -0.041], [-0.598, -0.537, -0.149], [-0.906, 0.796, -0.105], [0.098, 1.739, -0.195], [1.457, 1.351, -0.222], [2.643, 2.627, -0.022], [1.777, 0.026, -0.276], [0.727, -0.904, -0.221], [-1.989, 1.149, 0.185], [-0.242, 2.788, -0.165], [2.817, -0.333, -0.349], [0.981, -1.952, -0.210]]
}

=====

[4]
{
  "formula": "C7H4ClO2Te4W",
  "method": "ωB97M-V with the def2-TZVPD basis set",
  "gap_ev": [5.070, 5.130],
  "lumo_energy_ev": [-5.47, -5.42],
  "total_charge": 1,
  "spin_multiplicity": 1,
  "relative_energy_kcal_mol": 11.5,
  "homo_ha": [-0.38719, -0.38786],
  "elements": ["W", "Te", "Te", "Te", "Te", "Cl", "C", "C", "C", "C", "O", "C", "C", "O", "C", "H", "H", "H", "H"],
  "coordinates": [[1.915, 1.950, -0.356], [0.698, 3.499, -2.164], [1.414, 4.600, 0.123], [3.535, 2.779, 1.706], [4.121, 0.604, 0.330], [-3.082, -3.456, 0.192], [-2.012, -2.113, 0.292], [-2.085, -1.252, 1.393], [-1.242, -0.167, 1.505], [-0.303, 0.082, 0.511], [0.502, 1.152, 0.656], [-0.221, -0.777, -0.601], [0.718, -0.577, -1.650], [1.557, 0.342, -1.728], [-1.090, -1.881, -0.698], [-2.817, -1.449, 2.164], [-1.297, 0.499, 2.355], [0.713, -1.293, -2.476], [-1.026, -2.541, -1.553]]
}

=====

[5]
{
  "formula": "C7H4F7N2O9S3",
  "method": "ωB97M-V with the def2-TZVPD basis set",
  "gap_ev": 8.543,
  "lumo_energy_ev": 1.62,
  "total_charge": -1,
  "spin_multiplicity": 1,
  "homo_ha": -0.25430,
  "elements": ["N", "C", "O", "C", "C", "O", "O", "C", "C", "S", "O", "O", "C", "F", "F", "C", "F", "F", "F", "H", "H", "H", "H", "N", "S", "O", "O", "F", "S", "O", "O", "F"],
  "coordinates": [[-1.110, 2.277, 1.932], [-0.423, 2.412, 0.937], [0.663, 2.553, 0.030], [0.848, 1.343, -0.761], [2.062, 1.818, -1.760], [2.579, 2.964, -1.809], [2.393, 0.627, -2.493], [2.293, -0.460, -1.496], [1.637, 0.092, -0.114], [0.685, -1.243, 0.755], [-0.492, -0.711, 1.560], [0.071, -2.157, -0.305], [1.720, -2.348, 1.849], [2.326, -3.382, 1.058], [0.829, -2.963, 2.800], [2.852, -1.600, 2.710], [3.860, -0.961, 1.923], [3.545, -2.635, 3.447], [2.324, -0.727, 3.719], [-0.004, 1.101, -1.493], [1.683, -1.238, -2.100], [3.294, -0.970, -1.266], [2.413, 0.608, 0.552], [-4.510, 1.368, -1.342], [-3.357, 0.647, -2.133], [-3.594, -0.714, -2.557], [-1.991, 0.977, -1.773], [-3.484, 1.417, -3.531], [-4.689, 0.769, 0.102], [-5.926, 1.167, 0.744], [-3.538, 0.748, 0.973], [-4.960, -0.781, -0.157]]
}

=====

[6]
{
  "formula": "C7H5BrF3I",
  "method": "ωB97M-V with the def2-TZVPD basis set",
  "gap_ev": 8.393,
  "smiles": "FC(F)(F)[C@]1(I)C=C(Br)C=CC1",
  "lumo_energy_ev": -0.44,
  "total_charge": 0,
  "spin_multiplicity": 1,
  "relative_energy_kcal_mol": 23.3,
  "homo_ha": -0.32476,
  "elements": ["F", "C", "F", "F", "C", "I", "C", "C", "Br", "C", "C", "C", "H", "H", "H", "H", "H"],
  "coordinates": [[-2.080, 1.285, -1.349], [-1.098, 0.616, -1.910], [-0.309, 1.512, -2.472], [-1.632, -0.252, -2.813], [-0.228, -0.016, -0.577], [1.172, -1.463, -1.592], [-0.973, -0.833, 0.399], [-0.327, -1.070, 1.582], [-1.118, -2.278, 2.840], [1.072, -0.616, 1.747], [1.551, 0.340, 0.899], [0.602, 1.039, 0.028], [-1.959, -1.188, 0.092], [1.647, -1.265, 2.350], [2.532, 0.938, 0.863], [-0.039, 1.591, 0.601], [1.187, 1.662, -0.688]]
}

=====

| no. | calculated total energy (hartree) | maximum force (eV Å⁻¹) |
| --- | --- | --- |
| 1 | -2863.7774 | 5.22 |
| 2 | -1088.9853 | 6.54 |
| 3 | -859.3286 | 5.26 |
| 4 | -2018.7806 | 2.09 |
| 5 | -2949.3097 | 9.35 |
| 6 | -3440.9871 | 4.40 |